No. 1
Density functional theory data (wB97M-V/def2-TZVPD) for a structure of composition C40H46MnP2Si in a non-equilibrium geometry.

As for the total charge: +2. For the energy above the lowest of the compared OMol25 structures with the same formula, charge and spin, the calculation gives 0.00 kcal per mole. The calculation puts the HOMO-LUMO gap (alpha / beta) at 5.4 / 5.9 eV. The calculation puts the calculated total energy at -99978.896 eV. Its spin multiplicity is 4. The lowest unoccupied orbital energy (alpha / beta) is -7.2 / -7.1 eV. The largest force on an atom comes out at 5.20 eV/Å.

Each line ends with the Löwdin charge.
CARTESIAN COORDINATES (ANGSTROEM)
Mn 0.64 3.05 -3.13  0.6763
C 2.10 4.35 -3.07  -0.1689
C 0.97 4.82 -2.31  -0.2064
C -0.18 5.69 -2.81  -0.1432
C -0.71 5.24 -4.21  -0.1448
C -0.62 3.73 -4.46  -0.1754
C 0.51 2.97 -5.04  -0.1892
C 1.75 3.66 -5.54  -0.1504
C 2.33 4.70 -4.53  -0.1461
C -0.94 -1.95 -0.83  -0.1664
H 2.93 3.91 -2.49  0.1091
H 1.11 4.83 -1.23  0.0982
H 0.14 6.75 -2.84  0.1339
H -1.00 5.65 -2.05  0.1110
H -1.77 5.52 -4.20  0.1187
H -0.22 5.85 -4.98  0.1198
H -1.63 3.28 -4.59  0.1178
H 0.33 1.93 -5.38  0.1026
H 1.48 4.18 -6.47  0.1348
H 2.52 2.89 -5.73  0.1241
H 3.42 4.68 -4.63  0.1245
H 1.98 5.71 -4.77  0.1236
H -0.50 -2.93 -0.78  0.1020
H -1.09 -1.78 -1.91  0.0064
H -1.92 -2.00 -0.36  0.1045
P 0.11 1.86 0.33  1.1529
P -1.52 0.16 -2.51  1.0304
C -0.67 2.65 -1.17  -0.2653
C -1.30 1.93 -2.26  -0.3220
C -0.32 3.04 1.67  -0.3447
C -0.69 4.40 1.62  -0.0813
C -0.91 5.10 2.83  -0.0499
C -0.77 4.45 4.06  -0.0446
C -0.41 3.10 4.10  -0.0407
C -0.20 2.41 2.91  -0.1055
C 1.84 2.32 0.05  -0.3492
C 2.57 1.48 -0.82  -0.1157
C 3.88 1.81 -1.16  -0.0797
C 4.49 2.96 -0.64  -0.0627
C 3.77 3.79 0.22  -0.0445
C 2.44 3.50 0.55  -0.0678
C -3.26 -0.24 -2.70  -0.3487
C -4.12 0.02 -1.61  -0.0930
C -5.42 -0.50 -1.58  -0.0624
C -5.88 -1.28 -2.65  -0.0522
C -5.05 -1.54 -3.74  -0.0519
C -3.74 -1.03 -3.77  -0.0739
C -0.68 -0.29 -4.04  -0.3704
C 0.56 -0.96 -3.87  -0.0984
C 1.30 -1.37 -4.96  -0.0617
C 0.91 -1.03 -6.25  -0.0468
C -0.29 -0.35 -6.45  -0.0624
C -1.09 0.02 -5.35  -0.1191
H -1.22 3.58 -0.91  0.0789
H -2.22 2.40 -2.63  0.0770
H -0.80 4.93 0.68  0.0944
H -1.19 6.15 2.81  0.1199
H -0.93 4.99 4.99  0.1206
H -0.29 2.57 5.05  0.1186
H 0.07 1.35 2.89  0.0382
H 2.11 0.61 -1.31  0.0932
H 4.41 1.14 -1.83  0.1163
H 5.52 3.18 -0.89  0.1217
H 4.25 4.67 0.66  0.1267
H 1.88 4.20 1.18  0.1131
H -3.74 0.60 -0.76  0.1048
H -6.06 -0.33 -0.72  0.1162
H -6.88 -1.69 -2.64  0.1175
H -5.39 -2.16 -4.57  0.1203
H -3.08 -1.26 -4.60  0.0933
H 0.96 -1.13 -2.85  0.0973
H 2.21 -1.94 -4.77  0.1170
H 1.53 -1.32 -7.09  0.1185
H -0.60 -0.05 -7.45  0.1236
H -1.99 0.61 -5.55  0.1239
C -0.96 -2.64 2.66  -0.1718
Si 0.64 -1.65 2.44  0.5694
C 0.98 -0.67 4.00  -0.1902
C 2.02 -2.93 2.24  -0.1678
C 0.23 -0.40 0.91  -0.1318
C -0.21 -0.87 -0.21  -0.2179
H -0.86 -3.39 3.46  0.0546
H -1.22 -3.18 1.73  0.0263
H -1.81 -1.98 2.91  0.0468
H 1.09 -1.32 4.89  0.0590
H 1.91 -0.09 3.91  0.0493
H 0.16 0.02 4.23  0.0156
H 1.99 -3.45 1.27  0.0313
H 3.02 -2.48 2.35  0.0363
H 1.94 -3.71 3.02  0.0541



No. 2
Density functional theory data (wB97M-V/def2-TZVPD) for a cluster of 8 separate species, C40H46N8O3 in total in a non-equilibrium geometry.

As for the total charge: 0. For the energy above the lowest of the compared OMol25 structures with the same formula, charge and spin, the calculation gives 8.95 kcal per mole. The calculation puts the HOMO-LUMO gap at 9.3 eV. Its SMILES is NCCCCOC(=O)O.c1ccncc1.c1ccncc1.c1ccncc1.c1ccncc1.c1ccncc1.c1ccncc1.c1ccncc1. The calculation puts the calculated total energy at -60284.195 eV. The lowest unoccupied orbital energy is 0.1 eV. The largest force on an atom comes out at 9.09 eV/Å.

Each line ends with the Löwdin charge.
CARTESIAN COORDINATES (ANGSTROEM)
N 5.92 1.30 0.21  -0.0480
C 4.93 2.40 -0.22  -0.2669
C 3.92 2.81 1.02  -0.1895
C 2.46 3.40 0.54  -0.1692
C 1.34 2.26 0.16  -0.1775
O 1.76 1.32 -0.90  -0.0563
C 2.40 0.11 -0.37  -0.2790
O 3.36 -0.45 -1.16  -0.0217
O 2.15 -0.55 0.92  -0.0016
H 6.62 1.12 -0.54  0.0691
H 5.43 0.41 0.43  0.0513
H 4.38 2.15 -1.23  0.1079
H 5.60 3.36 -0.42  0.1096
H 3.74 1.82 1.65  0.1043
H 4.43 3.61 1.72  0.0825
H 2.55 4.24 -0.31  0.1310
H 2.02 3.99 1.48  0.1250
H 0.41 2.86 -0.29  0.1479
H 0.96 1.76 1.14  0.1281
H 2.51 0.01 1.69  0.1232
C 2.10 0.31 -5.02  -0.0698
C 1.33 0.09 -6.16  -0.0821
C 0.18 -0.67 -6.03  -0.1778
N -0.24 -1.21 -4.86  0.0573
C 0.54 -0.98 -3.78  -0.1427
C 1.70 -0.23 -3.81  -0.0671
H 3.01 0.90 -5.09  0.1052
H 1.62 0.49 -7.12  0.0980
H -0.46 -0.87 -6.88  0.0697
H 0.18 -1.43 -2.85  0.1027
H 2.28 -0.07 -2.90  0.0562
C 0.50 -3.73 3.68  -0.0733
C -0.59 -3.70 4.55  -0.0727
C -1.21 -2.48 4.78  -0.1586
N -0.82 -1.32 4.21  0.0596
C 0.24 -1.38 3.38  -0.1527
C 0.92 -2.54 3.08  -0.0743
H 1.01 -4.66 3.48  0.1066
H -0.94 -4.60 5.04  0.1025
H -2.06 -2.41 5.45  0.0894
H 0.53 -0.43 2.94  0.0820
H 1.77 -2.53 2.40  0.0923
C 8.22 6.50 2.80  -0.0783
C 7.21 7.14 2.09  -0.0762
C 6.20 6.37 1.55  -0.1383
N 6.13 5.02 1.67  0.0400
C 7.12 4.43 2.36  -0.1369
C 8.18 5.11 2.95  -0.0712
H 9.03 7.07 3.24  0.1056
H 7.22 8.22 1.96  0.1017
H 5.39 6.82 0.99  0.1042
H 7.05 3.35 2.44  0.1023
H 8.95 4.58 3.49  0.1027
C -5.30 -3.78 4.78  -0.0847
C -6.39 -3.75 5.64  -0.1033
C -7.01 -2.54 5.88  -0.1682
N -6.63 -1.38 5.31  0.0528
C -5.57 -1.43 4.47  -0.1519
C -4.88 -2.60 4.18  -0.0867
H -4.79 -4.72 4.57  0.1070
H -6.74 -4.66 6.13  0.1026
H -7.87 -2.47 6.54  0.1037
H -5.27 -0.49 4.03  0.1022
H -4.04 -2.59 3.49  0.0962
C -2.37 -2.99 9.55  -0.0803
C -2.61 -4.34 9.80  -0.0808
C -3.68 -4.94 9.15  -0.1508
N -4.50 -4.30 8.29  0.0657
C -4.24 -2.99 8.07  -0.1440
C -3.19 -2.30 8.67  -0.0714
H -1.54 -2.49 10.03  0.1049
H -1.98 -4.91 10.47  0.0999
H -3.91 -5.99 9.31  0.1001
H -4.92 -2.49 7.39  0.0804
H -3.03 -1.25 8.46  0.1053
C -2.45 -2.73 -11.24  -0.0809
C -1.24 -2.08 -11.01  -0.0768
C -0.84 -1.90 -9.69  -0.1493
N -1.55 -2.32 -8.63  0.0534
C -2.72 -2.95 -8.89  -0.1446
C -3.20 -3.18 -10.16  -0.0774
H -2.80 -2.89 -12.26  0.1048
H -0.63 -1.71 -11.83  0.1012
H 0.09 -1.40 -9.46  0.0989
H -3.27 -3.28 -8.01  0.1044
H -4.15 -3.69 -10.31  0.1011
C -3.23 1.50 -6.14  -0.0723
C -4.32 2.33 -6.37  -0.0818
C -4.32 3.59 -5.79  -0.1593
N -3.32 4.06 -5.01  0.0461
C -2.28 3.23 -4.81  -0.1513
C -2.18 1.96 -5.35  -0.0670
H -3.19 0.51 -6.58  0.1027
H -5.15 2.01 -6.98  0.0985
H -5.15 4.27 -5.94  0.0980
H -1.49 3.63 -4.17  0.0987
H -1.32 1.33 -5.15  0.0777



No. 3
Density functional theory data (wB97M-V/def2-TZVPD) for a structure of composition C40H47N2P2Pd.

As for the total charge: +3. The calculation puts the HOMO-LUMO gap (alpha / beta) at 8.0 / 5.3 eV. The calculation puts the calculated total energy at -67255.474 eV. Its spin multiplicity is 5. The lowest unoccupied orbital energy (alpha / beta) is -7.4 / -11.2 eV. The largest force on an atom comes out at 0.58 eV/Å.

Each line ends with the Löwdin charge.
CARTESIAN COORDINATES (ANGSTROEM)
Pd 0.20 -0.28 0.26  0.5840
N -2.21 0.13 0.11  0.0550
C -3.05 -0.39 1.17  -0.3244
C -4.40 -0.63 0.98  -0.0081
C -5.18 -1.06 2.04  -0.0200
C -4.62 -1.26 3.30  -0.0278
C -3.27 -1.03 3.49  -0.0341
C -2.48 -0.62 2.42  -0.3158
P -0.69 -0.53 2.55  1.1008
C -0.22 -0.39 4.27  -0.3788
C -0.35 0.87 4.86  -0.0929
C -0.06 1.03 6.20  -0.0398
C 0.36 -0.06 6.95  -0.0240
C 0.48 -1.31 6.37  -0.0373
C 0.20 -1.49 5.02  -0.0701
C -0.07 -2.10 1.89  -0.4126
C 1.29 -2.42 2.11  -0.1235
C 1.79 -3.66 1.76  -0.0469
C 0.94 -4.59 1.17  -0.0047
C -0.40 -4.29 0.92  -0.0375
C -0.91 -3.06 1.28  -0.0670
H -2.12 1.14 0.23  0.1057
H -2.65 -0.02 -0.78  0.0848
H -4.85 -0.45 0.01  0.1235
H -6.24 -1.23 1.89  0.1279
H -5.24 -1.59 4.13  0.1278
H -2.82 -1.20 4.47  0.1205
H -0.68 1.72 4.27  0.1132
H -0.16 2.01 6.66  0.1238
H 0.59 0.07 8.00  0.1268
H 0.79 -2.16 6.96  0.1245
H 0.28 -2.47 4.58  0.1109
H 1.92 -1.70 2.62  0.0960
H 2.82 -3.91 1.97  0.1248
H 1.33 -5.57 0.91  0.1305
H -1.05 -5.03 0.48  0.1272
H -1.96 -2.85 1.13  0.1150
C 5.22 0.36 1.21  -0.0774
C 3.99 -0.53 0.95  -0.5213
C 4.34 -1.81 0.18  -0.0975
P 2.56 0.33 0.17  1.0565
C 2.61 2.07 0.82  -0.5294
C 1.61 2.96 0.09  -0.1112
C 2.33 2.04 2.33  -0.1004
C 2.87 0.47 -1.63  -0.2420
C 4.13 0.59 -2.17  -0.0071
C 4.38 0.56 -3.56  -0.1840
C 5.77 0.68 -4.09  -0.0038
C 3.29 0.39 -4.44  0.0172
C 2.02 0.27 -3.96  0.0321
C 1.76 0.33 -2.54  -0.2593
N 0.51 0.23 -2.09  0.0929
C -0.61 0.17 -2.87  -0.1671
C -1.12 1.37 -3.50  -0.1648
C -0.43 2.69 -3.32  0.0036
C -2.22 1.26 -4.30  0.0479
C -2.88 0.02 -4.49  -0.1590
C -4.08 -0.06 -5.36  0.0042
C -2.39 -1.13 -3.83  0.0432
C -1.29 -1.09 -3.03  -0.1804
C -0.74 -2.35 -2.43  -0.0114
H 6.01 -0.27 1.64  0.1027
H 5.01 1.15 1.93  0.0742
H 5.62 0.82 0.31  0.0709
H 3.59 -0.82 1.92  0.0811
H 4.91 -1.60 -0.72  0.0772
H 3.44 -2.37 -0.11  0.0625
H 4.95 -2.46 0.81  0.0963
H 3.61 2.45 0.63  0.1158
H 0.60 2.53 0.14  0.0469
H 1.88 3.09 -0.96  0.0745
H 1.57 3.94 0.56  0.0991
H 1.32 1.69 2.52  0.0330
H 2.42 3.05 2.73  0.1020
H 3.03 1.40 2.88  0.0749
H 4.98 0.72 -1.51  0.1030
H 6.50 0.88 -3.31  0.0930
H 5.82 1.49 -4.84  0.1112
H 6.05 -0.23 -4.62  0.1135
H 3.47 0.35 -5.50  0.1430
H 1.19 0.14 -4.63  0.1341
H -0.29 2.92 -2.27  0.0771
H -1.01 3.49 -3.77  0.1020
H 0.56 2.69 -3.79  0.0996
H -2.60 2.14 -4.80  0.1458
H -4.02 0.65 -6.19  0.1085
H -4.97 0.22 -4.78  0.1255
H -4.25 -1.06 -5.74  0.1031
H -2.89 -2.08 -3.99  0.1437
H -1.51 -3.12 -2.36  0.0993
H -0.31 -2.20 -1.44  0.0352
H 0.06 -2.75 -3.06  0.1121



- Number 1 is which compound?
  C40H46MnP2Si



- Which of these has the lowest calculated total energy?
  C40H46MnP2Si



- Which formula does entry 3 have?
  C40H47N2P2Pd